No. 1
A molecular structure, C36H81AsF6N4O18. Source: the Open Molecules 2025 dataset; level of theory: ωB97M-V/def2-TZVPD.

Its charge is -1. For the calculated total energy, the calculation gives -5828.40921 Eh. Its expectation value of S² is 0.7567. As for the spin multiplicity: 2. As for the molecular weight: 1047.0 u. The value obtained for the HOMO-LUMO gap (alpha / beta) is 2.46 / 6.83 eV. For the highest occupied orbital energy (alpha / beta), the calculation gives -0.704 / -5.078 eV.

Each line ends with the Löwdin charge.
CARTESIAN COORDINATES (ANGSTROEM)
C -1.3597 -2.6400 1.5652  -0.08
C -0.5078 -1.4986 2.1223  -0.19
N -0.5903 -0.2564 1.3836  -0.10
C 0.4229 0.4747 0.7604  -0.06
C -0.1458 1.6014 0.0769  -0.06
N -1.4949 1.4797 0.3154  -0.15
C -1.7519 0.3386 1.0417  -0.14
C -2.5086 2.4477 -0.1447  -0.02
H -1.0887 -2.8988 0.5416  0.05
H -2.4276 -2.4273 1.5159  0.05
H -1.1971 -3.5597 2.1271  0.07
H 0.5695 -1.6617 2.1528  0.10
H -0.9056 -1.3216 3.1216  0.11
H 1.4306 0.0956 0.6759  0.08
H 0.1671 2.4044 -0.5740  0.09
H -2.7728 0.1560 1.3429  0.09
H -3.0999 2.7768 0.7098  0.08
H -3.1284 1.9973 -0.9199  0.07
H -2.0432 3.3213 -0.6011  0.06
As -5.2654 -0.8908 3.5303  0.96
F -5.0173 -0.1415 1.9322  -0.30
F -6.4201 -2.1429 2.8775  -0.31
F -5.4267 -1.4903 5.2385  -0.30
F -4.1280 0.3654 4.1676  -0.30
F -6.6109 0.3099 3.7505  -0.31
F -3.8126 -1.8801 3.0970  -0.29
C 1.9470 -5.5658 -1.5767  -0.05
C 2.5008 -4.6431 -0.4640  -0.18
O 3.4041 -3.5822 -0.8240  0.04
C 3.0084 -2.3890 -1.2231  -0.61
O 1.8353 -2.0801 -1.4259  0.11
O 4.0863 -1.6938 -1.4727  -0.01
C 3.9237 -0.3269 -1.9993  0.00
H 2.6156 -5.9311 -2.3562  0.07
H 1.2439 -5.0694 -2.2456  0.07
H 1.3112 -6.3481 -1.1621  0.07
H 2.9812 -5.3393 0.2234  0.11
H 1.6871 -4.2182 0.1238  0.11
H 4.8424 0.1134 -2.3868  0.09
H 3.3271 0.1950 -1.2511  0.09
H 3.4305 -0.3480 -2.9711  0.08
C -2.8216 3.5303 -3.8429  -0.03
C -3.2377 2.7525 -5.1483  -0.19
O -3.5991 3.5161 -6.2580  -0.02
C -4.8560 3.7861 -6.6941  -0.61
O -5.8907 3.2210 -6.2761  0.09
O -4.8280 4.6498 -7.5888  0.06
C -3.6152 5.0044 -8.2903  0.00
H -1.7706 3.8135 -3.9002  0.04
H -2.8925 2.7984 -3.0383  0.06
H -3.2932 4.5052 -3.7191  0.08
H -4.1241 2.1511 -4.9464  0.12
H -2.4522 2.0604 -5.4519  0.11
H -3.0170 5.5295 -7.5457  0.10
H -3.7901 5.7025 -9.1090  0.09
H -3.0798 4.1655 -8.7350  0.10
C 2.2816 -4.7155 4.4792  -0.04
C 1.3473 -5.5123 3.4638  -0.17
O 1.9732 -6.7722 3.1201  -0.01
C 1.4013 -7.6826 2.2275  -0.45
O 0.2997 -7.4028 1.6177  0.05
O 2.1335 -8.7879 2.0853  0.00
C 1.5662 -9.9605 1.7685  -0.10
H 1.8402 -3.7313 4.6364  0.05
H 3.3220 -4.6279 4.1660  0.08
H 2.0998 -5.0189 5.5102  0.07
H 1.2939 -4.9494 2.5319  0.10
H 0.3491 -5.5744 3.8972  0.12
H 1.6927 -10.1397 0.7008  0.10
H 0.4857 -9.9958 1.9075  0.10
H 2.1065 -10.7051 2.3531  0.10
C 6.2753 -1.9082 1.3368  -0.03
C 5.0875 -0.9316 1.7467  -0.19
O 4.4564 -1.3747 2.8919  0.05
C 3.3140 -0.8904 3.2846  -0.59
O 2.5435 -0.1633 2.7151  0.13
O 3.1463 -1.3399 4.5354  -0.02
C 2.1335 -0.8924 5.3385  -0.08
H 6.4243 -1.8910 0.2571  0.06
H 6.1595 -2.9293 1.7002  0.08
H 7.1783 -1.4461 1.7357  0.06
H 4.3756 -0.8555 0.9248  0.11
H 5.5737 0.0154 1.9811  0.12
H 1.1176 -1.1089 5.0080  0.09
H 2.1259 0.1976 5.3421  0.10
H 2.2693 -1.3552 6.3160  0.10
C 2.1320 2.3810 -3.5408  -0.13
O 1.4115 1.2039 -3.3055  -0.18
C 0.2983 1.0573 -4.2002  -0.20
C -0.2537 -0.3541 -4.0021  -0.21
N -0.9283 -0.5510 -2.7342  -0.04
C -1.3751 -1.8718 -2.3623  -0.21
C -2.4050 -2.3989 -3.3400  -0.23
O -2.8679 -3.7090 -3.1156  -0.17
C -3.6538 -3.8149 -1.9541  -0.11
H 3.0434 2.6019 -2.9853  0.09
H 1.5246 3.2800 -3.6452  0.07
H 2.4630 2.3648 -4.5791  0.08
H 0.3557 1.3079 -5.2594  0.12
H -0.4628 1.8085 -3.9894  0.09
H 0.5668 -1.0326 -4.2356  0.12
H -1.0939 -0.4774 -4.6854  0.10
H -0.0949 -0.4268 -2.1773  0.07
H -1.7757 -1.8470 -1.3489  0.09
H -0.4693 -2.4420 -2.1560  0.10
H -2.0166 -2.4012 -4.3584  0.11
H -3.1959 -1.6693 -3.5133  0.12
H -4.0106 -4.8447 -1.9711  0.09
H -4.5206 -3.1555 -1.9094  0.09
H -3.1130 -3.6548 -1.0214  0.07
C -0.1834 5.1183 -1.7528  -0.06
O 0.3781 4.7320 -0.4874  -0.23
C 1.1678 5.5917 0.2171  -0.24
C 1.0452 5.4710 1.7946  -0.16
N 1.0457 4.0852 2.3347  -0.05
C 2.3477 3.5414 2.6954  -0.17
C 3.2145 3.1577 1.4783  -0.21
O 4.0876 4.1502 1.0010  -0.20
C 5.4185 4.0335 1.4844  -0.12
H -0.8310 4.3806 -2.2267  0.05
H 0.6956 5.1581 -2.3960  0.08
H -0.6248 6.1124 -1.6826  0.09
H 1.0897 6.6124 -0.1573  0.12
H 2.1916 5.2545 0.0549  0.10
H -0.0208 5.6715 1.9018  0.10
H 1.4711 6.2854 2.3806  0.11
H 0.6066 3.6131 1.5573  0.07
H 2.0136 2.6783 3.2713  0.10
H 2.8556 4.2712 3.3259  0.12
H 2.6068 3.0822 0.5766  0.11
H 3.6905 2.1974 1.6771  0.10
H 5.9939 3.1404 1.2409  0.07
H 5.5817 4.1374 2.5571  0.08
H 5.9022 4.8057 0.8862  0.09
C -6.3461 2.9588 1.4209  -0.12
O -5.7068 3.1520 0.1268  -0.17
H -5.5761 3.1483 2.1688  0.08
H -7.1392 3.6995 1.5227  0.07
H -6.7468 1.9487 1.3359  0.07
H -6.3882 3.2261 -0.5453  0.06
C -1.4279 2.1314 4.7660  -0.19
O -1.6809 0.8383 5.1913  -0.15
H -1.2595 2.2366 3.6942  0.07
H -2.2603 2.6843 5.2013  0.08
H -0.5017 2.3432 5.3002  0.07
H -2.4059 0.5277 4.6439  0.02

Atomic forces in eV per Å
C 0.432 -0.349 -0.963
C -0.218 0.640 -0.311
N 1.507 -0.125 -0.237
C -0.125 2.113 -1.995
C 0.192 -3.335 1.892
N -0.036 2.158 -1.066
C -3.621 0.627 -0.407
C 0.848 -0.980 0.463
H 0.331 0.108 -0.219
H 0.186 0.204 0.418
H -0.113 0.081 0.331
H -0.098 -0.666 0.245
H 0.252 0.182 0.428
H -0.146 0.167 0.283
H 0.624 -0.304 0.243
H 0.341 -0.408 0.447
H -0.275 -0.060 -0.165
H -0.386 -0.172 0.199
H 0.333 -0.092 0.247
As -0.044 0.901 -0.235
F -0.525 -0.665 0.737
F 1.600 1.560 0.986
F 0.142 0.378 -2.341
F -0.937 -0.946 -0.316
F 1.177 -1.591 0.060
F -1.722 0.439 1.075
C -0.799 1.305 -1.064
C -1.062 -0.699 -0.061
O 0.979 -1.473 0.478
C -3.207 -0.544 -1.102
O 1.819 0.075 0.504
O 1.566 1.721 -0.657
C -0.982 -1.016 -0.622
H 0.773 -0.389 0.768
H -0.285 0.709 0.300
H 0.517 -0.219 0.355
H 0.827 0.568 0.055
H -0.254 0.130 -0.322
H 0.683 -0.288 1.457
H 0.321 0.543 -0.390
H -1.018 -0.396 0.383
C 0.655 -0.407 -1.766
C -1.202 -0.709 1.715
O 0.718 1.543 -1.162
C -1.776 -5.053 4.657
O 2.830 1.741 -0.972
O -0.507 2.995 -4.423
C 0.571 0.625 0.708
H 0.227 -0.228 -0.250
H -0.364 0.472 0.265
H -0.759 -0.468 0.291
H 0.068 -0.217 0.443
H 0.114 0.189 -0.069
H 0.439 -0.213 -0.303
H -0.862 -0.077 0.266
H -0.224 -0.262 0.491
C -1.802 -0.524 -0.426
C 1.240 1.266 0.066
O -0.076 -2.538 -0.746
C -4.303 3.559 -1.115
O 4.692 -1.762 2.508
O 1.235 4.408 1.861
C -1.340 -2.597 -1.504
H 0.092 0.433 -0.970
H -0.176 -0.160 0.210
H 0.760 -1.041 -0.036
H -0.246 0.104 0.048
H 0.044 -0.596 -0.187
H 0.202 -0.309 -0.106
H 0.022 0.088 0.468
H -0.347 -0.271 -0.153
C -0.660 1.333 0.423
C 1.521 -0.524 -1.847
O 0.819 -1.448 0.776
C -1.403 0.652 1.345
O 0.533 -0.007 -0.257
O 1.682 -1.362 -1.021
C -1.983 1.238 0.638
H -0.373 -0.176 -0.025
H -0.129 0.154 -0.049
H 0.145 -0.439 0.280
H 0.011 0.263 0.063
H -0.370 0.338 -0.301
H 0.007 -0.496 -0.393
H 0.219 0.140 0.558
H 0.132 0.343 -0.036
C 0.015 0.727 -2.207
O -0.014 0.206 -0.435
C -1.203 -0.161 1.255
C -1.610 0.259 -1.278
N 1.619 1.603 0.780
C 0.190 -0.424 0.357
C 0.686 -0.060 -1.183
O -0.069 0.647 0.189
C -0.305 -0.841 0.356
H -0.463 -0.630 0.788
H -0.526 0.202 1.033
H 0.574 -0.372 -0.478
H 1.657 -0.511 -0.448
H -0.329 0.076 1.032
H 0.059 -0.532 0.012
H 0.515 -0.054 -1.037
H -0.350 0.537 1.556
H -0.506 0.628 -0.015
H -0.052 -1.130 -0.856
H 0.622 -0.448 -0.047
H -0.636 0.144 0.902
H -0.108 0.023 0.235
H -0.066 0.272 -0.413
H 0.328 0.000 -0.012
C 2.049 0.480 0.585
O -2.932 -1.960 -0.398
C 3.034 0.574 1.276
C -3.343 -0.307 -1.176
N 0.799 2.442 -0.393
C -0.932 -0.294 -0.963
C -0.966 -0.254 -0.226
O 1.652 -0.304 1.104
C 0.329 0.934 -0.959
H -0.166 -0.083 0.940
H -0.033 0.443 -0.622
H -0.308 -0.048 -0.090
H -0.192 0.326 0.301
H 0.508 0.421 -0.519
H -0.407 0.532 0.208
H 0.875 -0.449 -0.161
H -0.029 -1.102 0.228
H 0.950 -0.391 0.124
H 0.110 -0.105 0.143
H -0.764 -0.834 0.407
H 0.419 -0.057 -0.182
H -0.654 -0.753 -0.437
H -0.473 0.520 0.190
H 0.484 0.307 0.644
C 0.147 0.082 -1.762
O 0.280 0.546 0.216
H -0.225 -0.547 0.034
H -0.152 -0.032 0.278
H 0.041 0.016 1.149
H -0.059 -0.089 0.080
C 0.491 0.197 1.173
O 0.192 -1.888 -0.320
H -0.272 0.147 -0.093
H 0.166 1.109 -0.625
H 0.105 0.864 -0.206
H -0.425 -0.493 0.118

No. 2
A molecular structure, C8H6MgN2O5S. Source: the Open Molecules 2025 dataset; level of theory: ωB97M-V/def2-TZVPD.

Its charge is +2. The relative energy (zero: lowest compared OMol25 entry of this formula, charge and spin) comes out at 0.0 kcal/mol. For the calculated total energy, the calculation gives -1391.91297 Eh. As for the molecular weight: 266.5 u. The value obtained for the HOMO-LUMO gap is 8.54 eV. For the highest occupied orbital energy, the calculation gives -16.569 eV.

Each line ends with the Löwdin charge.
CARTESIAN COORDINATES (ANGSTROEM)
O -0.0440 -1.1173 -5.5642  0.13
C -0.0373 -1.0618 -4.4134  0.06
Mg -0.0464 -1.1139 -1.3417  0.18
O 2.1164 -3.8471 -2.1712  0.18
C 1.4149 -2.9543 -2.0179  0.04
C -1.4690 0.7080 -1.8819  0.06
O -2.1572 1.6084 -2.0409  0.19
C -1.9005 -2.5491 -2.0106  0.05
O -2.8004 -3.2458 -2.1597  0.18
C 1.7712 0.3231 -1.8661  0.06
O 2.6567 1.0320 -2.0255  0.19
S -0.0706 -1.7072 1.0199  0.69
C -0.0039 -0.0330 1.4859  -0.78
N 1.1195 0.6607 1.7903  0.04
C 0.8378 1.7387 2.7481  -0.10
C -0.6917 1.7748 2.7890  -0.10
N -1.0716 0.7108 1.8521  0.04
H 2.0405 0.2343 1.6906  0.16
H 1.2487 2.6767 2.3664  0.13
H 1.2777 1.5260 3.7333  0.14
H -1.0808 2.7290 2.4225  0.13
H -1.0908 1.5848 3.7971  0.14
H -2.0192 0.3223 1.7980  0.17

Atomic forces in eV per Å
O 0.026 0.207 4.288
C -0.024 -0.187 -4.111
Mg -0.023 -0.600 -0.294
O -2.416 3.069 0.477
C 2.374 -3.022 -0.412
C -2.339 3.107 -0.364
O 2.307 -3.053 0.466
C -3.233 -2.497 -0.424
O 3.276 2.525 0.490
C 3.100 2.512 -0.420
O -3.062 -2.477 0.497
S 0.053 0.849 -0.992
C 0.076 1.125 1.378
N -0.449 -1.330 -0.313
C 0.527 0.586 -0.014
C -0.531 0.632 0.011
N 0.095 -1.448 -0.325
H -0.494 0.104 0.258
H -0.006 -0.120 0.198
H -0.077 -0.027 -0.411
H 0.035 -0.132 0.222
H 0.076 -0.022 -0.443
H 0.710 0.199 0.237

No. 3
C25H29N3O3S in the gas phase. Source: the Open Molecules 2025 dataset; level of theory: ωB97M-V/def2-TZVPD.

The relative energy (zero: lowest compared OMol25 entry of this formula, charge and spin) comes out at 13.9 kcal/mol. For the calculated total energy, the calculation gives -1758.27440 Eh. As for the molecular weight: 451.6 u. As for the SMILES: O=C(NCCc1ccccc1)[C@H]1CC[C@H](CNS(=O)(=O)c2cccc3cccnc23)CC1. The value obtained for the HOMO-LUMO gap is 8.75 eV. For the highest occupied orbital energy, the calculation gives -9.209 eV.

Each line ends with the Löwdin charge.
CARTESIAN COORDINATES (ANGSTROEM)
O 4.6109 -1.5291 -1.8182  0.06
C 3.5437 -1.0462 -2.1414  -0.47
N 2.9977 -1.2479 -3.3606  0.08
C 3.5423 -2.1968 -4.3017  -0.16
C 2.7904 -3.5396 -4.2463  -0.13
C 1.3253 -3.3220 -4.4907  -0.25
C 0.4597 -3.1022 -3.4253  -0.06
C -0.8789 -2.8295 -3.6462  -0.09
C -1.3709 -2.7752 -4.9391  -0.09
C -0.5184 -2.9977 -6.0073  -0.08
C 0.8207 -3.2651 -5.7839  -0.04
C 2.7571 -0.1589 -1.1785  -0.23
C 2.4347 -0.9929 0.0684  -0.15
C 1.7865 -0.1286 1.1447  -0.16
C 0.5147 0.5292 0.6098  -0.32
C -0.1319 1.4189 1.6761  -0.22
N -1.3848 1.9620 1.2039  -0.13
S -1.8153 3.4372 1.8094  0.64
O -3.0686 3.7947 1.2179  -0.28
O -0.7021 4.3274 1.6532  -0.29
C -2.0840 3.2271 3.5805  -0.19
C -1.6420 4.2026 4.4259  -0.04
C -1.9148 4.1316 5.8018  -0.05
C -2.6430 3.0880 6.3033  -0.02
C -3.1102 2.0646 5.4534  -0.14
C -3.8676 0.9658 5.9108  -0.01
C -4.2780 0.0150 5.0164  -0.04
C -3.9082 0.1594 3.6678  -0.12
N -3.2086 1.1586 3.2064  0.10
C -2.8167 2.1247 4.0601  -0.20
C 0.8391 1.3495 -0.6378  -0.15
C 1.4770 0.4761 -1.7174  -0.16
H 2.0654 -0.9196 -3.5500  0.11
H 4.5903 -2.3473 -4.0353  0.12
H 3.4762 -1.7725 -5.3076  0.12
H 3.2108 -4.2057 -5.0006  0.12
H 2.9466 -3.9827 -3.2615  0.12
H 0.8411 -3.1526 -2.4146  0.11
H -1.5401 -2.6597 -2.8086  0.10
H -2.4152 -2.5634 -5.1133  0.10
H -0.8981 -2.9612 -7.0179  0.10
H 1.4828 -3.4361 -6.6208  0.11
H 3.4464 0.6380 -0.8766  0.16
H 1.7537 -1.8026 -0.2075  0.12
H 3.3556 -1.4411 0.4440  0.12
H 2.4871 0.6470 1.4600  0.13
H 1.5514 -0.7426 2.0172  0.12
H -0.2028 -0.2542 0.3399  0.15
H 0.5099 2.2797 1.8769  0.12
H -0.2644 0.8536 2.6100  0.12
H -2.1723 1.3321 1.2774  0.09
H -1.0819 5.0250 4.0092  0.12
H -1.5554 4.9121 6.4548  0.11
H -2.8752 3.0306 7.3572  0.12
H -4.1114 0.8925 6.9615  0.12
H -4.8633 -0.8363 5.3268  0.10
H -4.1973 -0.5870 2.9389  0.11
H 1.5237 2.1549 -0.3660  0.13
H -0.0770 1.8073 -1.0121  0.12
H 0.7615 -0.3003 -2.0041  0.11
H 1.6961 1.0915 -2.5929  0.12

Atomic forces in eV per Å
O 0.328 -0.214 0.191
C -0.229 0.466 0.106
N -0.235 0.020 -0.354
C 0.198 -0.233 0.033
C 0.085 0.280 -0.043
C 0.070 -0.158 0.039
C 0.005 -0.049 -0.005
C -0.093 0.039 0.043
C -0.106 0.024 -0.008
C -0.044 0.028 -0.091
C -0.006 -0.003 0.033
C -0.052 -0.352 -0.034
C 0.284 0.247 0.179
C -0.355 -0.242 -0.181
C 0.154 0.485 0.260
C 0.483 -0.315 0.022
N -0.314 1.020 0.058
S -0.187 -0.178 -0.296
O -0.108 -0.290 0.159
O 0.165 -0.157 0.240
C 0.246 0.281 -0.635
C 0.089 -0.043 -0.247
C -0.166 -0.150 0.205
C 0.107 0.193 0.000
C 0.081 -0.032 -0.486
C -0.049 -0.154 -0.210
C 0.060 0.168 0.301
C -0.016 -0.057 -0.022
N -0.218 -0.229 -0.347
C -0.159 -0.081 0.790
C -0.272 -0.353 -0.136
C 0.211 0.301 0.162
H 0.045 0.088 0.143
H -0.097 0.059 -0.125
H 0.054 -0.059 0.050
H 0.014 -0.066 0.022
H 0.041 -0.042 -0.016
H 0.044 -0.017 0.096
H -0.054 0.007 0.068
H -0.085 0.013 -0.017
H -0.033 0.001 -0.081
H 0.078 -0.027 -0.095
H 0.019 -0.038 -0.049
H -0.034 -0.097 -0.030
H -0.044 -0.054 -0.055
H 0.068 0.077 0.071
H 0.031 0.030 0.084
H -0.024 -0.084 -0.030
H 0.176 -0.179 0.057
H 0.013 0.047 -0.026
H -0.150 0.005 0.098
H 0.083 0.113 0.012
H 0.020 0.052 0.059
H 0.004 0.014 0.101
H -0.033 -0.018 0.074
H -0.040 -0.064 0.026
H -0.078 -0.108 0.001
H 0.054 0.116 0.038
H 0.053 0.081 -0.024
H -0.035 -0.060 -0.097
H -0.052 -0.054 -0.082